Record 1
{
  "formula": "C19H32IN4O3Si2Tc",
  "method": "wB97M-V/def2-TZVPD",
  "multiplicity": 4,
  "e_above_lowest_kcal_mol": 3.92,
  "total_charge": 1,
  "homo_lumo_gap_ev": [7.7, 7.0],
  "elements": ["H", "O", "H", "C", "C", "N", "C", "H", "H", "H", "H", "C", "H", "O", "C", "H", "C", "H", "H", "H", "C", "C", "H", "C", "H", "H", "H", "C", "H", "H", "H", "Tc", "C", "N", "H", "C", "H", "N", "C", "I", "H", "H", "H", "N", "H", "C", "C", "C", "H", "H", "H", "H", "C", "Si", "H", "H", "H", "O", "C", "H", "C", "Si"],
  "positions_angstrom": [[2.4311, -2.4596, -0.0004], [2.0391, 1.9714, 2.2730], [-2.9339, -1.5688, -1.8203], [0.6461, 3.3451, -1.3772], [0.5434, 4.3539, 1.6070], [0.4921, -4.4729, -1.3979], [-3.2391, -0.5586, -1.5702], [-4.4075, -0.5593, 1.3846], [1.6685, 2.9939, -1.4775], [-4.8996, 1.3742, -0.1374], [0.0438, 2.8753, -2.1494], [1.1038, 1.2814, 1.9937], [2.5992, 1.6231, -0.2852], [0.0204, -2.3249, -0.9647], [-3.3391, -0.6541, 1.5527], [0.9940, 0.4651, -2.4674], [-2.5440, 4.3472, 0.1633], [4.8812, -2.6370, 0.2048], [-0.6376, 0.6917, -2.5289], [-3.1476, -1.7099, 1.7204], [0.6566, 0.0953, 2.8437], [4.4216, -1.6685, 0.0997], [6.2553, -0.5504, 0.1531], [-4.2219, 2.2071, -0.0455], [1.5273, -0.2575, 3.4024], [0.3430, -5.4541, -1.2601], [1.6240, 4.3012, 1.7079], [-2.0003, 3.0598, 0.2077], [0.9818, -4.1639, -2.2202], [-3.0257, 0.0805, -2.4211], [0.1174, 4.2128, 2.5967], [0.0232, -0.4845, -0.0517], [-4.7486, 3.4848, -0.0675], [0.0462, -0.9774, 2.0509], [-0.0606, 0.5099, 3.5605], [3.0457, -1.5725, -0.0135], [-3.1257, -0.1156, 2.4723], [0.0950, 0.0710, -2.1998], [-2.8561, 1.9542, 0.0826], [1.3642, -4.0741, 2.4256], [-0.8677, -1.2147, 2.4364], [-5.8120, 3.6342, -0.1667], [-1.8812, 5.1932, 0.2266], [2.4103, -0.4131, -0.1439], [-0.0163, -0.8141, -2.6943], [3.1407, 0.6952, -0.1792], [-3.8981, 4.5714, 0.0289], [-0.1237, -3.5550, -0.6045], [5.0605, 1.6350, -0.1076], [0.6093, -1.8534, 2.1617], [-0.9819, -5.0087, 0.7079], [-4.2809, 5.5771, -0.0038], [4.5205, 0.7024, -0.0746], [-2.3711, 0.0781, 0.0351], [0.6563, 4.4083, -1.5976], [-4.3155, -0.5681, -1.4450], [-1.3786, -3.2482, 1.0824], [0.3188, 1.4938, 0.9293], [5.1797, -0.5085, 0.0716], [0.3011, 5.3635, 1.2928], [-0.7913, -3.9672, 0.5402], [-0.1162, 3.0879, 0.3581]]
}


Record 2
{
  "formula": "C5H14O3",
  "method": "wB97M-V/def2-TZVPD",
  "multiplicity": 1,
  "e_above_lowest_kcal_mol": 55.92,
  "homo_lumo_gap_ev": 9.3,
  "smiles": "C=CC(=C)C.O.O.O",
  "elements": ["C", "H", "H", "C", "H", "H", "C", "H", "O", "H", "H", "H", "H", "H", "O", "H", "C", "H", "O", "C", "H", "H"],
  "positions_angstrom": [[0.4866, -0.0637, 0.4351], [2.0305, -4.0769, -3.7316], [3.4546, -0.7636, 2.3223], [1.6852, -0.8060, 1.0573], [-0.2122, 1.5289, -0.6511], [1.6157, -1.9618, 1.0947], [0.4847, 1.2020, 0.0082], [-7.2481, 1.0307, 1.1846], [2.9533, -4.2985, -3.4994], [-1.4884, -0.4987, -0.2080], [0.6494, 4.2031, -1.0315], [-6.0203, 0.1576, 1.9588], [-0.1245, -1.7064, -0.5133], [2.9449, 0.9225, 1.8715], [0.0174, 4.8373, -0.6955], [-0.7612, -1.6494, 1.0800], [-0.6119, -1.0683, 0.2072], [1.1515, 1.9807, 0.3970], [-6.3104, 0.9492, 1.3944], [2.6593, -0.1772, 1.7424], [2.8275, -5.0479, -2.9781], [-0.1835, 5.3064, -1.4449]]
}


Record 3
{
  "formula": "C19H22N5OSSc",
  "method": "wB97M-V/def2-TZVPD",
  "multiplicity": 1,
  "e_above_lowest_kcal_mol": 0.00,
  "total_charge": 2,
  "homo_lumo_gap_ev": 6.8,
  "elements": ["H", "H", "C", "N", "H", "C", "C", "C", "C", "H", "H", "H", "H", "H", "C", "H", "C", "C", "H", "Sc", "N", "N", "O", "C", "C", "H", "N", "C", "H", "C", "C", "H", "H", "H", "C", "N", "H", "C", "H", "S", "C", "C", "C", "H", "C", "H", "H", "H", "H"],
  "positions_angstrom": [[1.9477, 3.5105, -2.4869], [-0.7385, -1.2665, 5.0242], [-0.1766, -1.0253, 4.1398], [-0.8185, 1.9116, -0.8516], [-1.2006, -1.8422, 2.3778], [-0.3815, -1.3086, 2.8310], [1.4691, 2.0080, -1.0653], [3.7166, -0.8084, -0.5040], [-4.1019, 0.3194, -0.4230], [-0.0069, -4.1922, 1.1894], [4.0461, 2.8353, -1.5392], [1.4139, 0.0872, 5.0148], [3.5794, -1.8445, -0.2161], [-0.8979, -3.2348, -2.5597], [-3.5644, 2.6331, -0.8788], [-0.6518, -4.8647, -1.9092], [1.4505, -0.1477, 2.9424], [0.8848, -4.3053, 0.5774], [0.9920, -5.3411, 0.2627], [0.4911, -0.7297, -0.1000], [0.9815, -0.2879, 4.1834], [0.4186, 1.3238, -0.7673], [-1.3618, -0.2552, -0.3920], [5.1069, 1.0070, -1.1510], [-5.4479, 0.6371, -0.4316], [-5.2299, 3.9591, -1.0682], [2.6142, -0.0565, -0.5852], [-5.8531, 1.9452, -0.6625], [2.0423, 4.0367, -0.8085], [-1.7285, 1.0017, -0.6364], [-0.7493, -3.8128, -1.6502], [-2.8253, 3.4018, -1.0531], [6.0786, 1.4257, -1.3754], [5.8405, -0.9709, -0.7021], [1.4694, 3.4253, -1.5094], [0.6444, -0.7513, 2.0782], [-1.5840, -3.6607, -0.9707], [4.9819, -0.3198, -0.7778], [-6.1851, -0.1351, -0.2604], [0.8108, -3.2708, -0.9074], [2.7355, 1.2413, -0.9608], [-4.9113, 2.9422, -0.8867], [-3.1529, 1.3172, -0.6450], [0.4554, 3.8046, -1.5686], [3.9685, 1.7997, -1.2437], [-3.7849, -0.6997, -0.2511], [-6.9068, 2.1891, -0.6700], [2.3529, 0.3886, 2.7003], [1.7669, -4.0194, 1.1473]]
}


Record 4
{
  "formula": "C19H24ClINO6Sn",
  "method": "wB97M-V/def2-TZVPD",
  "multiplicity": 1,
  "e_above_lowest_kcal_mol": 29.25,
  "total_charge": 1,
  "homo_lumo_gap_ev": 6.9,
  "elements": ["H", "C", "C", "C", "H", "H", "H", "C", "N", "C", "O", "C", "C", "H", "H", "H", "H", "O", "H", "O", "O", "H", "C", "C", "H", "H", "H", "C", "H", "C", "O", "H", "C", "H", "H", "H", "H", "H", "H", "H", "C", "C", "C", "C", "Cl", "Sn", "C", "C", "H", "C", "I", "H", "O"],
  "positions_angstrom": [[6.9073, -1.3018, 13.9148], [6.2534, -2.6619, 16.6263], [4.7782, -2.9306, 11.1397], [3.7085, -1.4631, 19.0094], [2.7259, 2.4757, 18.3049], [5.4588, -4.9495, 10.5857], [3.7994, 2.4303, 13.5791], [4.5550, -1.0283, 9.6123], [3.8808, -2.7416, 13.4174], [4.9152, -4.3647, 11.3789], [5.8028, -1.6627, 15.6570], [4.3716, -4.8808, 12.5521], [4.0204, -0.7027, 12.0229], [5.8862, 2.7464, 14.6710], [1.2579, 1.3827, 18.1356], [4.5311, -0.8505, 19.4632], [4.4816, -0.7489, 8.5523], [5.3733, 0.8093, 14.9249], [0.9323, 1.8714, 16.0340], [3.5720, 0.1314, 12.9984], [2.8104, 1.7654, 15.2955], [7.3689, -2.5729, 16.8080], [3.7953, 2.6249, 14.6971], [4.2199, -0.1859, 10.6950], [7.0540, 0.9194, 16.1935], [5.6932, -3.4011, 18.4744], [5.1338, 2.3040, 16.3069], [2.2085, 1.6464, 17.7441], [7.3703, 1.0949, 14.4593], [5.1304, 2.1952, 15.2124], [3.0772, 0.4958, 17.7819], [3.5414, -4.4731, 14.4418], [6.9010, -0.9835, 15.0053], [1.7457, -1.0732, 18.3116], [3.4277, -2.2670, 19.7263], [3.6613, 3.7350, 14.9780], [6.0158, -3.6322, 16.2286], [7.8603, -1.2835, 15.4566], [4.1949, -5.9112, 12.6559], [1.9813, 3.2925, 16.2865], [2.5968, -0.4777, 18.6823], [1.9692, 2.1718, 16.3175], [4.1852, -2.1254, 12.1871], [4.9736, -2.3407, 9.8603], [5.8369, -3.1406, 8.6533], [3.4937, -0.9324, 15.0873], [6.7315, 0.5068, 15.1827], [3.9616, -4.0559, 13.5612], [6.1331, -1.5495, 18.5894], [5.6288, -2.4090, 18.0225], [4.0417, 1.9082, 10.5663], [2.3328, -0.0413, 19.7171], [4.2710, -1.9572, 17.8211]]
}


Summary of E in hartree
-2145.34242 -424.51712 -2244.79089 -2216.47803
(order as listed above)